(1)
C20H35CuN5 as an isolated structure at a distorted geometry, computed with ωB97M-V/def2-TZVPD.

Last column: natural (NBO) charge in e.
Geometry (Å):
Cu (17.296, 20.802, 11.246)  0.88
C (16.553, 20.116, 4.342)  -0.61
C (16.896, 20.176, 5.791)  -0.38
C (17.552, 21.505, 6.227)  -0.51
C (17.757, 21.517, 7.710)  0.37
N (17.915, 21.597, 8.887)  -0.43
H (17.440, 20.145, 3.709)  0.21
H (15.953, 21.003, 4.140)  0.21
H (16.033, 19.196, 4.073)  0.23
H (17.560, 19.385, 6.141)  0.20
H (16.029, 19.985, 6.423)  0.21
H (16.978, 22.382, 5.929)  0.26
H (18.507, 21.690, 5.737)  0.25
C (21.452, 22.575, 9.669)  -0.62
C (22.078, 22.182, 11.001)  -0.38
C (21.378, 22.803, 12.228)  -0.52
C (19.964, 22.475, 12.525)  0.35
N (18.867, 22.174, 12.784)  -0.41
H (22.130, 22.261, 8.876)  0.21
H (21.321, 23.656, 9.633)  0.21
H (20.497, 22.123, 9.402)  0.22
H (23.060, 22.643, 11.093)  0.22
H (22.138, 21.095, 11.053)  0.22
H (21.496, 23.883, 12.316)  0.25
H (21.874, 22.415, 13.119)  0.26
C (17.779, 26.072, 12.268)  -0.61
C (16.486, 25.941, 13.093)  -0.38
C (15.361, 25.247, 12.272)  -0.51
C (15.580, 23.814, 11.935)  0.38
N (15.763, 22.702, 11.607)  -0.44
H (17.589, 26.660, 11.370)  0.20
H (18.107, 25.082, 11.949)  0.21
H (18.624, 26.532, 12.780)  0.22
H (16.179, 26.949, 13.373)  0.22
H (16.733, 25.433, 14.025)  0.22
H (15.266, 25.822, 11.351)  0.25
H (14.409, 25.216, 12.803)  0.26
C (18.622, 16.128, 9.166)  -0.61
C (18.633, 17.349, 8.179)  -0.38
C (19.574, 18.488, 8.485)  -0.52
C (19.435, 19.068, 9.830)  0.37
N (19.380, 19.541, 10.905)  -0.41
H (18.164, 16.534, 10.068)  0.21
H (19.601, 15.713, 9.408)  0.22
H (17.938, 15.347, 8.834)  0.23
H (17.629, 17.773, 8.147)  0.20
H (18.826, 17.024, 7.156)  0.22
H (19.484, 19.278, 7.739)  0.25
H (20.602, 18.148, 8.361)  0.26
C (16.843, 16.064, 13.310)  -0.62
C (15.599, 16.467, 14.001)  -0.37
C (15.829, 17.809, 14.798)  -0.52
C (16.325, 18.938, 13.977)  0.38
N (16.753, 19.830, 13.350)  -0.43
H (17.685, 15.838, 13.964)  0.22
H (17.212, 16.853, 12.655)  0.20
H (16.501, 15.249, 12.672)  0.22
H (15.262, 15.703, 14.702)  0.22
H (14.749, 16.637, 13.340)  0.21
H (16.536, 17.670, 15.616)  0.26
H (14.869, 18.083, 15.235)  0.26

Computed properties:
HOMO level in eV: -11.640
E_LUMO in eV: -1.858
Gap between HOMO and LUMO in eV: 9.78
Energy above the lowest of the compared OMol25 structures with the same formula, charge and spin in eV: 0.000
Charge: +1
Max |F| in eV/A: 4.33

(2)
One molecule with the formula C3H9N3O at a distorted geometry, computed with ωB97M-V/def2-TZVPD.

Last column: natural (NBO) charge in e.
Geometry (Å):
C (-0.533, 1.964, 0.054)  -0.42
N (-0.720, 0.647, -0.505)  -0.65
C (-0.264, -0.679, 0.502)  0.10
C (-0.806, -1.903, -0.203)  -0.63
N (1.117, -0.565, 0.493)  -0.31
N (1.598, -0.031, -0.559)  0.20
O (2.897, 0.279, -0.389)  -0.51
H (0.464, 2.036, 0.493)  0.19
H (-1.267, 2.208, 0.837)  0.16
H (-0.605, 2.718, -0.735)  0.20
H (-1.646, 0.576, -0.925)  0.36
H (-0.611, -0.588, 1.543)  0.19
H (-1.891, -1.934, -0.125)  0.22
H (-0.510, -1.885, -1.249)  0.23
H (-0.399, -2.798, 0.272)  0.22
H (3.175, -0.046, 0.495)  0.46

Computed properties:
HOMO level in eV: -8.485
E_LUMO in eV: 0.750
Gap between HOMO and LUMO in eV: 9.23
Energy above the lowest of the compared OMol25 structures with the same formula, charge and spin in eV: 4.404
SMILES string: CN[C@@H](C)/N=N/O
Max |F| in eV/A: 5.13

(3)
A 5-piece molecular cluster, C18H48N2O10 overall at a distorted geometry, computed with ωB97M-V/def2-TZVPD.

Last column: Mulliken charge in e.
Geometry (Å):
C (4.930, 1.784, 4.440)  -0.71
O (4.561, 3.148, 4.602)  -0.35
C (5.529, 4.047, 4.145)  -0.66
C (5.309, 5.342, 5.012)  -0.71
N (5.530, 5.119, 6.416)  -0.35
C (6.877, 5.295, 6.994)  -0.44
C (6.869, 5.032, 8.469)  -0.70
O (6.593, 3.638, 8.828)  -0.29
C (6.488, 3.302, 10.193)  -0.76
H (5.928, 1.621, 4.847)  0.31
H (4.793, 1.599, 3.375)  0.31
H (4.256, 1.116, 4.976)  0.24
H (5.420, 4.221, 3.075)  0.46
H (6.560, 3.692, 4.149)  0.40
H (4.242, 5.424, 4.805)  0.32
H (5.963, 6.135, 4.650)  0.38
H (5.232, 4.164, 6.555)  0.26
H (7.210, 6.314, 6.799)  0.35
H (7.458, 4.511, 6.510)  0.29
H (6.116, 5.637, 8.974)  0.35
H (7.804, 5.293, 8.964)  0.44
H (7.346, 3.626, 10.781)  0.29
H (6.296, 2.246, 10.386)  0.25
H (5.632, 3.786, 10.663)  0.31
C (-6.023, -0.598, -6.699)  -0.73
O (-7.369, -0.917, -6.986)  -0.35
C (-8.286, -0.768, -5.830)  -0.40
C (-9.541, -1.710, -6.097)  -0.53
N (-9.272, -2.647, -7.217)  -0.42
C (-10.518, -3.151, -7.824)  -0.39
C (-11.448, -1.982, -8.359)  -0.70
O (-12.626, -1.639, -7.514)  -0.36
C (-13.752, -2.577, -7.630)  -0.71
H (-5.827, 0.471, -6.613)  0.24
H (-5.497, -1.128, -7.493)  0.25
H (-5.734, -1.008, -5.731)  0.34
H (-8.664, 0.241, -5.665)  0.31
H (-7.868, -1.114, -4.884)  0.35
H (-10.486, -1.221, -6.333)  0.28
H (-9.631, -2.421, -5.275)  0.25
H (-8.525, -2.225, -7.750)  0.27
H (-10.983, -3.779, -7.064)  0.29
H (-10.067, -3.790, -8.584)  0.36
H (-11.953, -2.372, -9.242)  0.35
H (-10.796, -1.125, -8.530)  0.45
H (-14.075, -2.727, -8.660)  0.30
H (-14.619, -2.231, -7.067)  0.26
H (-13.456, -3.546, -7.227)  0.29
O (10.568, -0.163, -2.748)  -0.52
C (10.348, 0.596, -3.988)  -0.40
C (8.800, 1.086, -3.818)  -0.36
O (7.902, 0.078, -3.926)  -0.48
H (11.344, 0.205, -2.321)  0.30
H (11.111, 1.357, -4.146)  0.36
H (10.588, -0.037, -4.843)  0.25
H (8.556, 1.636, -4.727)  0.25
H (8.541, 1.739, -2.984)  0.24
H (8.348, -0.620, -3.441)  0.35
O (1.491, 0.175, -1.736)  -0.54
C (0.932, -0.947, -0.998)  -0.35
C (-0.362, -0.599, -0.120)  -0.31
O (-1.509, -0.444, -0.820)  -0.53
H (2.100, -0.057, -2.441)  0.31
H (0.798, -1.623, -1.843)  0.30
H (1.663, -1.435, -0.354)  0.28
H (-0.207, 0.327, 0.435)  0.28
H (-0.712, -1.387, 0.547)  0.26
H (-1.386, 0.285, -1.433)  0.31
O (0.470, -4.938, 4.194)  -0.51
C (-0.380, -4.617, 5.231)  -0.33
C (-0.673, -5.812, 6.133)  -0.26
O (-1.158, -5.412, 7.394)  -0.53
H (0.056, -4.624, 3.386)  0.31
H (0.254, -3.988, 5.856)  0.19
H (-1.273, -4.057, 4.953)  0.35
H (0.301, -6.232, 6.382)  0.24
H (-1.379, -6.552, 5.757)  0.24
H (-1.053, -6.070, 8.085)  0.31

Computed properties:
HOMO level in eV: -8.003
E_LUMO in eV: 0.462
Gap between HOMO and LUMO in eV: 8.46
Energy above the lowest of the compared OMol25 structures with the same formula, charge and spin in eV: 8.537
SMILES string: COCCNCCOC.COCCNCCOC.OCCO.OCCO.OCCO
Max |F| in eV/A: 4.22

(4)
A 7-piece molecular cluster, C27H41N10O overall at a distorted geometry, computed with ωB97M-V/def2-TZVPD.

Last column: Mulliken charge in e.
Geometry (Å):
C (-2.995, 0.891, 2.613)  -0.76
N (-4.256, 1.284, 1.856)  0.12
C (-4.408, 2.787, 2.096)  -0.85
C (-4.164, 0.959, 0.380)  0.20
O (-3.891, 1.959, -0.467)  -0.52
C (-4.433, -0.547, -0.252)  -0.40
C (-3.000, -1.202, -0.705)  0.20
C (-2.518, -2.748, -0.962)  -0.64
N (-1.031, -2.680, -1.352)  -0.11
C (-0.592, -1.202, -1.315)  -0.05
C (0.880, -0.534, -1.596)  -0.27
C (0.838, 0.852, -2.494)  -0.41
C (0.820, 2.151, -1.490)  -0.45
C (1.096, 3.593, -2.248)  -0.68
N (-0.184, 4.186, -2.868)  0.17
C (-0.109, 5.609, -3.447)  -0.40
C (-1.628, 5.831, -4.034)  -0.29
C (-2.628, 4.547, -3.790)  -0.64
C (-1.568, 3.541, -2.997)  0.11
N (-1.782, -0.340, -0.956)  0.31
H (-3.114, -0.143, 3.193)  0.25
H (-2.862, 1.708, 3.465)  0.36
H (-2.034, 0.935, 1.944)  0.20
H (-5.164, 3.309, 1.368)  0.29
H (-4.691, 2.998, 3.223)  0.24
H (-3.320, 3.256, 1.953)  0.34
H (-5.205, -0.513, -1.152)  0.35
H (-4.859, -1.219, 0.636)  0.31
H (-3.217, -3.682, -0.848)  0.36
H (-0.418, -3.512, -1.605)  0.29
H (1.601, -1.361, -2.052)  0.33
H (1.341, -0.251, -0.545)  0.19
H (1.885, 0.893, -3.066)  0.37
H (0.006, 0.856, -3.318)  0.23
H (-0.162, 2.285, -0.868)  0.05
H (1.689, 1.968, -0.695)  0.35
H (1.461, 4.337, -1.412)  0.35
H (1.960, 3.535, -3.045)  0.32
H (0.819, 6.349, -3.465)  0.30
H (-1.987, 6.811, -4.603)  0.26
H (-3.745, 4.358, -4.084)  0.30
H (-1.778, 2.470, -2.568)  0.18
H (-1.652, 0.695, -0.922)  0.09
C (4.182, -2.159, 1.027)  -0.83
C (4.043, -2.161, -0.438)  0.39
N (3.933, -2.162, -1.597)  -0.42
H (3.466, -1.478, 1.501)  0.35
H (4.011, -3.154, 1.451)  0.27
H (5.183, -1.842, 1.339)  0.27
C (5.900, -2.806, -4.585)  -0.55
C (7.164, -3.538, -4.778)  0.32
N (8.162, -4.115, -4.930)  -0.38
H (6.010, -1.741, -4.814)  0.26
H (5.105, -3.195, -5.230)  0.25
H (5.544, -2.880, -3.552)  0.08
C (6.338, -3.725, 4.718)  -0.82
C (6.083, -3.972, 3.289)  0.47
N (5.881, -4.168, 2.160)  -0.47
H (5.514, -3.177, 5.187)  0.26
H (6.464, -4.659, 5.275)  0.29
H (7.247, -3.133, 4.870)  0.28
C (-7.798, 1.378, 4.629)  -0.73
C (-6.845, 2.312, 5.252)  0.44
N (-6.092, 3.050, 5.744)  -0.48
H (-8.647, 1.905, 4.181)  0.28
H (-7.327, 0.789, 3.835)  0.21
H (-8.206, 0.670, 5.358)  0.30
C (-6.955, 3.054, 9.476)  -0.48
C (-8.090, 2.194, 9.851)  0.32
N (-8.987, 1.514, 10.148)  -0.36
H (-6.709, 2.958, 8.414)  0.03
H (-7.169, 4.111, 9.665)  0.25
H (-6.052, 2.801, 10.042)  0.25
C (9.691, -6.201, -7.031)  -0.50
C (9.436, -6.449, -8.459)  0.30
N (9.234, -6.645, -9.588)  -0.37
H (8.867, -5.654, -6.561)  0.08
H (9.817, -7.136, -6.474)  0.26
H (10.600, -5.610, -6.879)  0.25

Computed properties:
HOMO level in eV: -9.795
E_LUMO in eV: -3.741
Gap between HOMO and LUMO in eV: 6.05
Charge: +1
Max |F| in eV/A: 7.53

(5)
A 2-piece molecular cluster, F3HN2 overall at a distorted geometry, computed with ωB97M-V/def2-TZVPD.

Last column: natural (NBO) charge in e.
Geometry (Å):
F (0.162, -0.499, 2.131)  -0.16
N (0.302, -1.078, 0.923)  0.24
N (0.295, -0.317, -0.031)  0.16
F (0.497, -1.219, -1.167)  -0.21
F (-0.781, 2.022, -0.991)  -0.58
H (-0.476, 1.091, -0.865)  0.55

Computed properties:
HOMO level in eV: -13.343
E_LUMO in eV: -1.035
Gap between HOMO and LUMO in eV: 12.31
Energy above the lowest of the compared OMol25 structures with the same formula, charge and spin in eV: 0.337
SMILES string: F/N=N/F.F
Max |F| in eV/A: 2.87

(6)
C25H43Cl3LaN5O4Si as an isolated structure at a distorted geometry, computed with ωB97M-V/def2-TZVPD.

Last column: Mulliken charge in e.
Geometry (Å):
C (1.532, -0.597, -3.553)  -1.38
C (1.103, 0.841, -3.537)  0.32
H (1.329, -1.078, -4.513)  0.39
H (1.022, -1.159, -2.754)  0.06
H (2.613, -0.679, -3.361)  0.33
C (0.592, 1.514, -4.576)  0.16
C (0.395, 0.958, -5.949)  -1.47
H (0.305, 2.561, -4.446)  0.36
H (0.622, -0.113, -6.012)  0.34
H (1.031, 1.476, -6.680)  0.30
H (-0.638, 1.108, -6.287)  0.29
La (0.407, -0.028, 0.835)  1.74
Cl (3.064, 0.448, 0.514)  -0.68
Cl (0.061, -2.601, -0.003)  -0.71
C (0.425, 3.119, 1.488)  0.49
O (-0.465, 2.235, 1.399)  -0.99
N (0.178, 4.385, 1.810)  0.44
C (-1.167, 4.784, 2.209)  -0.94
C (1.201, 5.420, 1.721)  -0.98
H (1.486, 2.864, 1.294)  0.16
H (-1.782, 3.885, 2.287)  0.23
H (-1.604, 5.468, 1.470)  0.29
H (-1.122, 5.297, 3.177)  0.34
H (2.134, 4.973, 1.358)  0.28
H (1.371, 5.861, 2.714)  0.34
H (0.887, 6.204, 1.016)  0.35
H (-1.430, -0.888, -3.056)  0.14
H (-2.359, 1.600, -3.444)  0.15
C (-2.276, -1.023, -2.368)  -0.72
C (-3.172, 1.242, -2.792)  -0.81
N (-2.674, 0.272, -1.831)  0.34
H (-1.986, -1.697, -1.560)  0.17
C (-2.645, 0.570, -0.526)  0.12
O (-2.090, -0.128, 0.352)  -0.66
H (-3.597, 2.092, -2.246)  0.30
H (-3.145, 1.526, -0.286)  0.24
H (-3.121, -1.429, -2.941)  0.37
H (-3.947, 0.774, -3.414)  0.35
O (0.343, 0.919, -1.282)  -0.32
C (1.230, 1.475, -2.158)  -0.17
C (-0.054, 3.664, -1.941)  0.32
C (1.170, 3.007, -2.087)  0.03
H (-0.962, 3.060, -1.860)  0.14
C (-0.090, 5.057, -1.866)  -0.63
H (2.241, 1.190, -1.817)  0.41
C (2.359, 3.738, -2.086)  -0.29
H (-1.052, 5.563, -1.740)  0.41
C (1.094, 5.796, -1.949)  -0.57
C (2.324, 5.132, -2.053)  -0.69
H (3.306, 3.189, -2.113)  0.41
H (1.065, 6.887, -1.917)  0.42
H (3.254, 5.700, -2.096)  0.38
Si (0.437, -7.120, -0.266)  0.51
Cl (0.689, -6.975, -2.331)  -0.34
C (-1.388, -6.853, 0.047)  -0.84
C (1.547, -5.816, 0.472)  -0.57
C (0.974, -8.846, 0.242)  -0.93
H (-1.696, -5.867, -0.326)  0.21
H (-1.610, -6.901, 1.121)  0.30
H (-1.981, -7.624, -0.464)  0.27
H (0.356, -9.612, -0.245)  0.26
H (0.882, -8.979, 1.329)  0.32
H (2.021, -9.029, -0.035)  0.25
H (1.254, -4.810, 0.137)  -0.06
H (2.591, -6.000, 0.182)  0.28
H (1.481, -5.831, 1.567)  0.28
C (1.090, 0.668, 6.326)  -0.89
N (0.291, -0.196, 5.460)  0.22
C (-0.393, -1.247, 5.983)  -0.03
C (-1.122, -2.059, 5.168)  -1.14
C (-1.135, -1.763, 3.779)  0.90
N (-0.403, -0.766, 3.257)  -0.11
C (0.375, 0.010, 4.082)  0.30
O (1.152, 0.864, 3.605)  -0.66
N (-1.888, -2.468, 2.920)  -0.24
H (0.975, 0.321, 7.358)  0.29
H (0.755, 1.711, 6.256)  0.28
H (2.147, 0.626, 6.042)  0.32
H (-0.290, -1.372, 7.060)  0.32
H (-1.672, -2.905, 5.555)  0.36
H (-2.369, -3.287, 3.261)  0.23
H (-1.839, -2.306, 1.915)  0.02

Computed properties:
HOMO level in eV: -7.791
E_LUMO in eV: -0.080
Gap between HOMO and LUMO in eV: 7.71
Max |F| in eV/A: 1.73